Record 1
{
  "formula": "C4H6N2O",
  "method": "ωB97M-V/def2-TZVPD",
  "smiles": "Nc1c[nH]c(O)c1",
  "total_charge": 0,
  "relative_energy_kj_mol": 124.6,
  "homo_energy_ha": -0.2780,
  "species": ["O", "N", "N", "C", "C", "C", "C", "H", "H", "H", "H", "H", "H"],
  "coordinates": [[-0.659, 0.163, -2.613], [1.102, 0.166, -1.073], [-0.265, -0.303, 2.245], [1.265, 0.025, 0.321], [-0.937, -0.198, -0.178], [-0.248, 0.038, -1.323], [0.040, -0.158, 0.886], [0.429, 0.127, 2.843], [2.227, 0.190, 0.790], [-1.381, 0.803, -2.607], [-1.184, 0.047, 2.480], [-1.993, -0.416, -0.104], [1.604, -0.484, -1.668]]
}


Record 2
{
  "formula": "C4H6N2O",
  "method": "ωB97M-V/def2-TZVPD",
  "total_charge": 0,
  "relative_energy_kj_mol": 352.5,
  "homo_energy_ha": -0.3240,
  "species": ["O", "N", "N", "C", "C", "C", "C", "H", "H", "H", "H", "H", "H"],
  "coordinates": [[0.495, 1.200, -0.327], [0.593, -1.042, -0.443], [2.457, 0.203, 0.324], [-0.639, -0.562, -0.901], [-1.759, 0.028, 0.401], [1.196, 0.064, -0.137], [-0.752, 0.851, -0.922], [-1.613, -0.906, 0.955], [-2.779, 0.099, 0.028], [2.928, -0.632, 0.633], [2.719, 1.080, 0.742], [-1.541, 0.851, 1.080], [-1.304, -1.233, -1.434]]
}


Record 3
{
  "formula": "C4H6N2O",
  "method": "ωB97M-V/def2-TZVPD",
  "smiles": "[H]/N=C1/O[C@H](C)/C1=N\\[H]",
  "total_charge": 0,
  "relative_energy_kj_mol": 285.5,
  "homo_energy_ha": -0.3832,
  "species": ["O", "N", "N", "C", "C", "C", "C", "H", "H", "H", "H", "H", "H"],
  "coordinates": [[0.221, 0.042, -1.387], [-0.660, 2.193, -1.627], [0.183, 1.369, 1.649], [0.581, -0.504, -0.098], [0.141, 0.925, 0.470], [-0.248, -1.747, 0.250], [-0.197, 1.264, -0.929], [0.080, -2.236, 1.178], [1.660, -0.765, -0.083], [-1.301, -1.478, 0.352], [-0.894, 2.993, -1.045], [0.605, 0.447, 1.817], [-0.170, -2.502, -0.546]]
}


| no. | Kohn-Sham gap (eV) | energy (eV) |
| --- | --- | --- |
| 1 | 8.41 | -9272.2105 |
| 2 | 9.67 | -9269.8486 |
| 3 | 10.58 | -9270.5428 |